[1]
This record from the OMol25 dataset describes a cluster of 16 separate species, C88H174N8O21 in total in a non-equilibrium geometry. The level of theory is wB97M-V/def2-TZVPD.

Total energy (a.u.): -5474.86278
Frontier orbital gap (Ha): 0.1918
HOMO energy (eV): -7.74
Lowest unoccupied orbital energy (eV): -2.52
Charge: 0

Cartesian coordinates (Å):
C1 -4.13 -5.51 0.27
C2 -3.14 -5.25 -0.84
C3 -3.79 -5.69 -2.12
N1 -3.09 -5.12 -3.24
C4 -1.63 -5.50 -3.33
C5 -1.47 -6.95 -3.72
C6 -2.04 -7.29 -5.12
C7 -3.57 -6.99 -5.06
C8 -3.84 -5.55 -4.57
C9 -3.14 -3.59 -3.30
H1 -4.59 -6.47 0.23
H2 -4.83 -4.64 0.32
H3 -3.71 -5.45 1.25
H4 -2.28 -5.90 -0.69
H5 -2.97 -4.19 -0.81
H6 -4.82 -5.31 -2.17
H7 -3.68 -6.80 -2.25
H8 -1.10 -5.19 -2.37
H9 -1.27 -4.83 -4.13
H10 -1.97 -7.60 -2.98
H11 -0.48 -7.25 -3.59
H12 -1.93 -8.38 -5.27
H13 -1.49 -6.75 -5.85
H14 -4.02 -7.70 -4.41
H15 -4.06 -7.01 -6.04
H16 -4.90 -5.34 -4.45
H17 -3.45 -4.84 -5.22
H18 -2.80 -3.11 -2.40
H19 -4.19 -3.29 -3.45
H20 -2.48 -3.19 -4.10
C10 -8.33 0.03 0.47
C11 -7.13 0.98 0.26
C12 -6.08 0.50 -0.72
N2 -6.14 1.17 -2.07
C13 -4.94 0.59 -2.75
C14 -4.75 1.02 -4.16
C15 -6.07 0.72 -4.92
C16 -7.34 1.24 -4.20
C17 -7.44 0.73 -2.75
C18 -6.00 2.67 -2.06
H21 -8.46 -0.71 -0.30
H22 -9.24 0.63 0.55
H23 -8.13 -0.52 1.33
H24 -6.59 1.00 1.21
H25 -7.36 2.05 0.12
H26 -6.15 -0.64 -0.82
H27 -5.13 0.77 -0.41
H28 -5.17 -0.50 -2.69
H29 -4.08 0.84 -2.13
H30 -3.93 0.44 -4.52
H31 -4.42 2.10 -4.23
H32 -6.17 -0.38 -4.97
H33 -5.99 1.09 -5.94
H34 -8.16 0.93 -4.81
H35 -7.30 2.33 -4.21
H36 -7.57 -0.32 -2.66
H37 -8.21 1.16 -2.14
H38 -5.56 2.93 -1.11
H39 -7.03 3.08 -2.11
H40 -5.42 2.99 -2.91
C19 3.95 0.66 7.47
C20 2.79 -0.27 7.77
C21 1.49 0.49 7.88
N3 0.20 -0.30 7.49
C22 -0.89 0.64 7.78
C23 -2.22 0.17 7.35
C24 -2.16 -0.08 5.84
C25 -1.00 -1.11 5.52
C26 0.32 -0.58 6.00
C27 0.10 -1.51 8.35
H41 3.89 1.51 8.26
H42 3.82 1.14 6.49
H43 4.92 0.11 7.48
H44 3.04 -0.78 8.81
H45 2.80 -1.12 7.08
H46 1.54 1.37 7.24
H47 1.43 0.87 8.91
H48 -0.72 1.57 7.21
H49 -0.92 0.79 8.87
H50 -3.06 0.89 7.53
H51 -2.58 -0.80 7.84
H52 -1.90 0.84 5.31
H53 -3.13 -0.47 5.44
H54 -0.95 -1.20 4.48
H55 -1.26 -2.07 5.99
H56 0.52 0.36 5.50
H57 1.13 -1.26 5.85
H58 0.01 -1.32 9.36
H59 0.98 -2.06 8.03
H60 -0.71 -2.12 8.08
C28 -3.61 3.29 0.97
C29 -2.53 3.66 1.98
C30 -2.08 5.11 1.90
C31 -3.09 6.13 2.42
C32 -3.39 5.70 3.85
C33 -3.99 4.32 4.06
N4 -3.03 3.33 3.37
O1 -2.50 2.48 4.06
C34 -5.36 4.14 3.39
C35 -4.03 3.92 5.49
C36 -1.41 2.74 1.73
H61 -4.43 4.03 0.98
H62 -4.02 2.26 1.17
H63 -3.24 3.37 -0.03
H64 -2.01 5.22 0.83
H65 -1.10 5.16 2.41
H66 -3.88 6.21 1.73
H67 -2.69 7.17 2.52
H68 -4.04 6.42 4.30
H69 -2.41 5.68 4.40
H70 -6.16 4.77 3.96
H71 -5.61 3.05 3.49
H72 -5.26 4.32 2.30
H73 -4.62 4.59 6.11
H74 -3.00 4.03 5.89
H75 -4.44 2.90 5.54
H76 -0.64 2.76 2.45
H77 -0.97 2.88 0.71
H78 -1.68 1.65 1.73
C37 4.14 4.68 -2.88
C38 3.41 5.21 -1.63
C39 2.11 4.45 -1.50
C40 1.37 4.65 -0.15
C41 2.29 4.08 0.91
C42 3.61 4.81 0.94
N5 4.23 5.10 -0.40
O2 5.33 5.42 -0.38
C43 4.55 3.99 1.79
C44 3.49 6.25 1.50
C45 3.24 6.79 -1.83
H79 4.97 5.31 -3.16
H80 3.49 4.85 -3.74
H81 4.41 3.62 -2.71
H82 2.42 3.38 -1.52
H83 1.39 4.70 -2.30
H84 0.42 4.15 -0.25
H85 1.12 5.66 0.04
H86 2.33 3.02 0.93
H87 1.91 4.26 1.90
H88 5.10 3.27 1.20
H89 3.99 3.49 2.52
H90 5.24 4.66 2.32
H91 3.54 6.17 2.58
H92 2.57 6.77 1.27
H93 4.30 6.83 1.21
H94 2.62 7.33 -1.08
H95 2.65 6.92 -2.72
H96 4.13 7.40 -1.86
C46 -0.84 1.21 -4.30
C47 0.03 0.51 -3.26
C48 0.66 1.56 -2.34
C49 1.28 1.15 -1.05
C50 0.07 0.62 -0.25
C51 -0.55 -0.58 -0.91
N6 -1.00 -0.28 -2.30
O3 -2.08 -0.45 -2.58
C52 -1.71 -0.97 -0.08
C53 0.54 -1.63 -1.05
C54 1.00 -0.46 -4.01
H97 -1.38 0.56 -5.05
H98 -0.25 1.97 -4.77
H99 -1.64 1.78 -3.82
H100 -0.12 2.34 -2.10
H101 1.37 2.00 -2.97
H102 2.00 1.83 -0.56
H103 1.98 0.28 -1.22
H104 -0.60 1.44 -0.22
H105 0.26 0.29 0.73
H106 -1.31 -1.35 0.86
H107 -2.31 -1.80 -0.50
H108 -2.39 -0.13 0.14
H109 0.94 -1.88 -0.03
H110 1.41 -1.43 -1.68
H111 0.24 -2.57 -1.37
H112 1.41 0.07 -4.86
H113 0.37 -1.32 -4.20
H114 1.58 -0.89 -3.28
C55 3.15 0.06 3.92
C56 4.07 -0.79 2.97
C57 4.99 -1.68 3.86
C58 5.68 -2.61 2.83
C59 4.63 -3.68 2.41
C60 3.57 -2.99 1.57
N7 3.15 -1.67 2.23
O4 2.08 -1.22 1.97
C61 2.37 -3.86 1.43
C62 4.03 -2.60 0.17
C63 4.77 0.02 1.95
H115 2.43 0.53 3.32
H116 3.77 0.91 4.34
H117 2.56 -0.59 4.64
H118 4.33 -2.20 4.56
H119 5.62 -0.93 4.40
H120 6.53 -3.23 3.13
H121 5.91 -2.15 1.87
H122 4.28 -4.23 3.27
H123 5.13 -4.39 1.78
H124 2.69 -4.88 1.35
H125 1.81 -3.67 0.57
H126 1.69 -3.90 2.31
H127 3.21 -2.05 -0.33
H128 4.03 -3.54 -0.32
H129 4.90 -1.94 0.11
H130 4.07 0.70 1.39
H131 5.29 -0.49 1.10
H132 5.43 0.66 2.60
C64 4.95 -1.15 -6.81
C65 5.13 -1.30 -5.30
C66 3.85 -1.70 -4.70
C67 3.87 -2.18 -3.24
C68 4.94 -3.23 -3.00
C69 6.33 -2.98 -3.68
N8 6.29 -2.24 -5.00
O5 7.30 -2.27 -5.71
C70 7.07 -4.37 -3.92
C71 7.22 -2.05 -2.81
C72 5.56 0.08 -4.76
H133 5.74 -0.64 -7.30
H134 4.05 -0.55 -6.79
H135 4.80 -2.10 -7.31
H136 3.42 -2.49 -5.33
H137 3.22 -0.79 -4.72
H138 2.90 -2.73 -3.02
H139 4.01 -1.24 -2.67
H140 4.61 -4.12 -3.48
H141 5.06 -3.52 -1.92
H142 7.90 -4.06 -4.55
H143 6.44 -5.14 -4.36
H144 7.40 -4.66 -2.93
H145 7.96 -1.55 -3.41
H146 7.75 -2.67 -2.01
H147 6.62 -1.36 -2.25
H148 4.91 0.80 -5.21
H149 6.69 0.25 -5.00
H150 5.43 0.13 -3.64
C73 2.13 -4.93 5.48
C74 2.56 -3.45 5.39
O6 3.19 -2.92 6.37
O7 2.21 -2.78 4.35
H151 1.73 -5.17 6.44
H152 2.96 -5.53 5.45
H153 1.49 -5.20 4.64
C75 6.51 2.04 -1.40
C76 5.09 1.39 -1.20
O8 5.04 0.15 -1.33
O9 4.15 2.18 -0.93
H154 6.49 3.04 -1.68
H155 7.08 1.62 -2.20
H156 7.10 1.78 -0.49
C77 -4.77 -1.77 2.59
C78 -4.44 -0.32 2.35
O10 -4.14 -0.03 1.18
O11 -4.56 0.43 3.32
H157 -5.31 -1.88 3.49
H158 -3.90 -2.34 2.98
H159 -5.27 -2.29 1.76
C79 3.15 3.21 -6.64
C80 2.78 2.13 -5.70
O12 2.81 1.01 -6.20
O13 2.32 2.46 -4.56
H160 4.09 2.89 -7.08
H161 3.22 4.17 -6.14
H162 2.34 3.43 -7.33
C81 -2.44 5.75 -3.07
C82 -2.41 4.34 -2.48
O14 -1.54 4.27 -1.54
O15 -3.17 3.44 -2.90
H163 -2.73 6.49 -2.35
H164 -3.02 5.75 -3.95
H165 -1.41 6.06 -3.36
C83 -8.20 -2.85 -3.47
C84 -6.73 -3.04 -2.83
O16 -6.08 -4.10 -3.10
O17 -6.40 -2.17 -1.99
H166 -8.20 -2.73 -4.64
H167 -8.65 -1.93 -3.05
H168 -8.88 -3.75 -3.29
C85 1.72 4.08 5.21
C86 0.32 3.69 4.67
O18 0.01 2.48 4.90
O19 -0.38 4.53 4.07
H169 2.51 3.37 4.99
H170 1.68 3.99 6.30
H171 1.99 5.04 4.81
C87 1.73 -6.73 -2.14
C88 2.27 -5.34 -1.83
O20 1.67 -4.38 -2.42
O21 3.24 -5.23 -1.07
H172 2.46 -7.23 -2.78
H173 0.78 -6.57 -2.70
H174 1.77 -7.33 -1.26

Here are the Mulliken charges for atoms 1 to 2, given in e: atom 1 (C): -1.50, atom 2 (C): 0.71

[2]
This record from the OMol25 dataset describes a cluster of 2 separate species, C4H5NOS in total in a non-equilibrium geometry. The level of theory is wB97M-V/def2-TZVPD.

Total energy (a.u.): -683.48319
Frontier orbital gap (Ha): 0.3176
HOMO energy (eV): -8.10
Lowest unoccupied orbital energy (eV): 0.54
Charge: 0

Cartesian coordinates (Å):
C1 0.13 3.11 -1.83
C2 0.38 -2.25 1.14
C3 -0.97 3.36 -2.48
C4 0.31 -2.59 2.54
N1 0.36 -1.90 0.00
O1 1.09 2.85 -1.19
S1 0.65 -1.50 -1.45
H1 -1.41 4.36 -2.32
H2 -1.15 2.78 -3.35
H3 0.74 -1.85 3.25
H4 0.68 -3.65 2.92
H5 -0.82 -2.71 2.76

Here are the natural (NBO) charges for atoms 1 to 2, given in e: atom 1 (C): 0.73, atom 2 (C): 0.34

[3]
This record from the OMol25 dataset describes a structure of composition C26H25N4OS3SiW. The level of theory is wB97M-V/def2-TZVPD.

Total energy (a.u.): -2851.00771
Frontier orbital gap (alpha / beta) (Ha): 0.2543 / 0.2407
HOMO energy (alpha / beta) (eV): -11.19 / -11.59
<S²>: 2.06
2S+1: 3
Lowest unoccupied orbital energy (alpha / beta) (eV): -4.27 / -5.05
Charge: +1

Cartesian coordinates (Å):
W1 0.65 -0.77 -1.23
S1 1.42 0.13 -3.26
C1 -0.21 -0.53 -3.23
S2 -0.39 -2.20 -2.69
C2 -1.35 0.30 -3.41
C3 -2.66 -0.23 -3.29
N1 -3.72 -0.67 -3.22
C4 -1.22 1.62 -3.89
N2 -1.12 2.70 -4.28
C5 -1.52 -0.01 3.42
C6 -0.88 1.18 2.69
C7 -1.62 2.47 3.06
C8 0.59 1.30 3.08
Si1 -1.09 0.93 0.85
O1 -0.16 -0.46 0.38
C9 -2.84 0.58 0.37
C10 -3.79 1.60 0.22
C11 -5.10 1.29 -0.10
C12 -5.49 -0.03 -0.26
C13 -4.57 -1.05 -0.10
C14 -3.25 -0.74 0.21
C15 -0.20 2.18 -0.21
C16 -0.82 3.21 -0.93
C17 -0.07 4.13 -1.64
C18 1.31 4.05 -1.66
C19 1.96 3.04 -0.97
C20 1.20 2.11 -0.26
H1 -1.44 0.14 4.50
H2 -1.02 -0.95 3.19
H3 -2.58 -0.12 3.18
H4 -1.52 2.65 4.14
H5 -2.69 2.41 2.84
H6 -1.21 3.34 2.55
H7 0.67 1.40 4.17
H8 1.07 2.17 2.64
H9 1.17 0.41 2.81
H10 -3.52 2.64 0.35
H11 -5.83 2.09 -0.23
H12 -6.52 -0.27 -0.51
H13 -4.87 -2.08 -0.23
H14 -2.54 -1.56 0.32
H15 -1.90 3.28 -0.95
H16 -0.58 4.91 -2.20
H17 1.89 4.77 -2.22
H18 3.04 2.98 -0.97
H19 1.73 1.36 0.33
N3 5.60 -5.74 -0.28
C21 5.50 -4.59 0.39
S3 6.53 -4.03 1.51
C22 4.33 -3.74 -0.03
C23 4.00 -3.56 -1.36
C24 2.96 -2.72 -1.70
N4 2.25 -2.07 -0.76
C25 2.55 -2.25 0.54
C26 3.58 -3.07 0.94
H20 6.37 -6.36 -0.06
H21 4.86 -6.10 -0.86
H22 4.56 -4.04 -2.15
H23 2.69 -2.53 -2.73
H24 1.95 -1.72 1.26
H25 3.83 -3.17 1.98

Here are the natural (NBO) charges for atoms 1 to 2, given in e: atom 1 (W): 1.47, atom 2 (S): 0.05

Copy entry 3 word for word.
This record from the OMol25 dataset describes a structure of composition C26H25N4OS3SiW. The level of theory is wB97M-V/def2-TZVPD.

Total energy (a.u.): -2851.00771
Frontier orbital gap (alpha / beta) (Ha): 0.2543 / 0.2407
HOMO energy (alpha / beta) (eV): -11.19 / -11.59
<S²>: 2.06
2S+1: 3
Lowest unoccupied orbital energy (alpha / beta) (eV): -4.27 / -5.05
Charge: +1

Cartesian coordinates (Å):
W1 0.65 -0.77 -1.23
S1 1.42 0.13 -3.26
C1 -0.21 -0.53 -3.23
S2 -0.39 -2.20 -2.69
C2 -1.35 0.30 -3.41
C3 -2.66 -0.23 -3.29
N1 -3.72 -0.67 -3.22
C4 -1.22 1.62 -3.89
N2 -1.12 2.70 -4.28
C5 -1.52 -0.01 3.42
C6 -0.88 1.18 2.69
C7 -1.62 2.47 3.06
C8 0.59 1.30 3.08
Si1 -1.09 0.93 0.85
O1 -0.16 -0.46 0.38
C9 -2.84 0.58 0.37
C10 -3.79 1.60 0.22
C11 -5.10 1.29 -0.10
C12 -5.49 -0.03 -0.26
C13 -4.57 -1.05 -0.10
C14 -3.25 -0.74 0.21
C15 -0.20 2.18 -0.21
C16 -0.82 3.21 -0.93
C17 -0.07 4.13 -1.64
C18 1.31 4.05 -1.66
C19 1.96 3.04 -0.97
C20 1.20 2.11 -0.26
H1 -1.44 0.14 4.50
H2 -1.02 -0.95 3.19
H3 -2.58 -0.12 3.18
H4 -1.52 2.65 4.14
H5 -2.69 2.41 2.84
H6 -1.21 3.34 2.55
H7 0.67 1.40 4.17
H8 1.07 2.17 2.64
H9 1.17 0.41 2.81
H10 -3.52 2.64 0.35
H11 -5.83 2.09 -0.23
H12 -6.52 -0.27 -0.51
H13 -4.87 -2.08 -0.23
H14 -2.54 -1.56 0.32
H15 -1.90 3.28 -0.95
H16 -0.58 4.91 -2.20
H17 1.89 4.77 -2.22
H18 3.04 2.98 -0.97
H19 1.73 1.36 0.33
N3 5.60 -5.74 -0.28
C21 5.50 -4.59 0.39
S3 6.53 -4.03 1.51
C22 4.33 -3.74 -0.03
C23 4.00 -3.56 -1.36
C24 2.96 -2.72 -1.70
N4 2.25 -2.07 -0.76
C25 2.55 -2.25 0.54
C26 3.58 -3.07 0.94
H20 6.37 -6.36 -0.06
H21 4.86 -6.10 -0.86
H22 4.56 -4.04 -2.15
H23 2.69 -2.53 -2.73
H24 1.95 -1.72 1.26
H25 3.83 -3.17 1.98

Here are the natural (NBO) charges for atoms 1 to 2, given in e: atom 1 (W): 1.47, atom 2 (S): 0.05

Question: Which value of total energy does entry 2 give?
Answer: -683.48319 a.u.

Question: The highest charge belongs to which entry?
Answer: C26H25N4OS3SiW